No. 1
56
Properties=species:S:1:pos:R:3:forces:R:3 method="wB97M-V/def2-TZVPD" homo_lumo_gap_ha=0.232 e_homo_ev=-10.56 max_force_ev_per_a=2.73 smiles="CCCCc1[nH+]cc(CC)cc1CCCSC(=S)N(CC)CC" charge=+1
C 4.063 -1.959 -1.469 -0.153 0.167 0.213
C 4.129 -0.944 -2.692 -1.254 -1.045 -0.088
C 2.645 -0.415 -3.005 0.235 -0.186 0.527
C 2.441 1.119 -2.678 0.656 -0.118 0.795
C 2.375 1.287 -1.128 -0.844 0.273 -0.425
N 3.589 1.268 -0.459 -1.579 0.474 1.901
C 3.691 1.403 0.920 -2.107 0.104 0.137
C 2.482 1.545 1.730 0.497 0.027 -1.286
C 2.656 1.702 3.272 0.920 -0.144 0.436
C 3.966 0.953 3.798 -0.069 -0.082 -0.743
C 1.184 1.566 1.051 2.115 -0.309 -1.673
C 1.108 1.453 -0.429 1.435 0.051 2.325
C -0.299 1.530 -1.092 0.321 -0.397 0.132
C -0.753 0.222 -1.860 -0.962 -0.028 -0.650
C -1.866 -0.629 -1.101 0.630 0.068 -0.436
S -3.381 -0.662 -2.188 -0.625 -0.145 1.690
C -4.770 -0.941 -1.022 -0.180 -0.325 -0.119
S -6.318 -1.076 -1.588 1.568 0.191 0.323
N -4.396 -1.023 0.370 -0.729 -0.135 -0.005
C -5.220 -0.152 1.248 0.431 1.713 -0.595
C -5.217 1.310 0.594 0.189 -0.297 0.859
C -4.306 -2.418 0.848 1.973 -1.082 -0.066
C -3.565 -2.498 2.257 -0.607 1.059 -0.676
H 3.788 -2.986 -1.843 0.481 1.051 0.409
H 5.013 -2.002 -0.874 -0.733 -0.152 -0.734
H 3.247 -1.693 -0.731 0.827 -0.053 -0.763
H 4.411 -1.562 -3.590 0.194 0.934 0.909
H 4.867 -0.115 -2.545 -0.547 -0.716 -0.240
H 2.353 -0.669 -4.056 0.232 0.484 0.927
H 1.980 -0.999 -2.305 0.510 0.547 -0.994
H 1.535 1.584 -3.138 0.703 -0.573 0.392
H 3.343 1.689 -3.032 -0.870 -0.414 0.144
H 4.480 1.178 -0.959 -0.738 -0.006 -0.109
H 4.719 1.407 1.360 -1.190 -0.057 -0.590
H 2.808 2.783 3.561 -0.501 -0.977 -0.548
H 1.776 1.319 3.856 0.662 0.369 -0.894
H 4.903 1.541 3.571 -1.029 -0.466 0.419
H 4.080 -0.018 3.244 -0.167 0.705 0.725
H 3.916 0.747 4.895 0.020 0.285 -0.987
H 0.253 1.669 1.652 0.841 -0.051 -0.568
H -0.367 2.398 -1.796 0.276 -0.645 0.679
H -1.034 1.722 -0.259 0.743 -0.072 -0.881
H -1.235 0.573 -2.821 0.683 -0.357 0.898
H 0.079 -0.456 -2.166 -0.566 0.778 0.428
H -1.536 -1.695 -1.022 -0.238 1.002 0.321
H -2.073 -0.170 -0.104 -0.146 -0.689 -0.838
H -6.268 -0.521 1.403 0.878 0.220 -0.098
H -4.684 -0.016 2.231 -0.613 -0.596 -0.975
H -4.208 1.534 0.137 -1.009 -0.400 0.393
H -6.003 1.420 -0.188 0.640 0.075 0.774
H -5.336 2.044 1.437 -0.231 -0.523 -0.991
H -3.610 -2.951 0.130 -0.907 0.484 0.525
H -5.274 -2.986 0.833 0.583 0.702 0.128
H -3.182 -3.524 2.472 -0.614 0.833 -0.073
H -4.286 -2.104 3.017 0.791 -0.757 -0.253
H -2.692 -1.780 2.252 -0.826 -0.799 -0.113

***

No. 2
81
Properties=species:S:1:pos:R:3:forces:R:3 method="wB97M-V/def2-TZVPD" homo_lumo_gap_ha=0.335 e_homo_ev=-8.93 max_force_ev_per_a=2.16 smiles="Cc1ccccc1C[C@@H]1COC(=O)O1.ClC(Cl)Cl.ClC(Cl)Cl.ClC(Cl)Cl.ClC(Cl)Cl.ClC(Cl)Cl.ClC(Cl)Cl.ClC(Cl)Cl.ClC(Cl)Cl.ClC(Cl)Cl.ClC(Cl)Cl.ClC(Cl)Cl"
C 2.187 -5.046 -2.867 -0.522 0.188 0.325
C 1.449 -3.932 -2.146 -0.086 0.458 0.276
C 0.608 -3.058 -2.859 0.273 -0.211 -0.001
C -0.061 -2.003 -2.261 0.296 -0.776 0.443
C 0.044 -1.792 -0.873 0.914 -0.745 -0.377
C 0.856 -2.661 -0.152 0.346 0.782 -0.498
C 1.568 -3.697 -0.775 0.394 -0.408 0.455
C 2.472 -4.513 0.155 -0.122 0.579 0.042
C 3.440 -3.524 0.866 0.066 -0.505 -1.742
C 4.943 -3.941 0.978 -0.478 2.060 -0.168
O 5.205 -3.484 2.320 0.542 -1.878 0.677
C 4.038 -3.794 2.962 -0.582 1.186 -0.968
O 3.858 -4.453 3.921 0.260 0.150 0.594
O 3.042 -3.192 2.201 0.295 -1.174 0.106
H 3.047 -4.645 -3.414 -0.163 -0.175 -0.052
H 1.482 -5.538 -3.545 0.313 0.103 -0.128
H 2.531 -5.808 -2.167 0.040 0.059 -0.183
H 0.487 -3.219 -3.929 0.007 0.059 0.132
H -0.658 -1.375 -2.892 -0.201 -0.401 -0.126
H -0.443 -0.992 -0.337 -0.167 -0.151 -0.089
H 0.975 -2.483 0.914 -0.027 -0.204 -0.098
H 3.040 -5.265 -0.396 0.022 0.099 0.158
H 1.852 -5.034 0.894 0.205 0.020 -0.039
H 3.456 -2.661 0.193 -0.258 0.392 0.761
H 5.478 -3.222 0.352 0.297 -0.605 -0.133
H 5.220 -4.974 0.752 -0.169 0.171 0.462
Cl 0.103 2.850 -3.795 -0.013 -0.046 0.002
C -0.872 2.334 -2.419 -0.097 -0.095 -0.276
Cl -2.580 2.690 -2.713 0.475 0.004 0.043
Cl -0.639 0.597 -2.114 -0.393 2.083 -0.433
H -0.549 2.884 -1.544 0.037 -0.003 -0.025
Cl -6.346 5.025 -1.438 -0.030 -0.122 -0.531
C -6.301 4.599 -3.150 0.235 0.018 0.115
Cl -5.558 5.891 -4.103 -0.005 -0.090 0.033
Cl -5.441 3.075 -3.399 -0.424 0.046 -0.084
H -7.320 4.470 -3.486 0.018 -0.019 -0.020
Cl 3.097 3.774 -2.113 0.014 0.012 0.073
C 3.700 2.293 -1.372 -0.081 -0.008 -0.099
Cl 2.388 1.141 -1.098 0.202 0.086 0.020
Cl 4.972 1.574 -2.365 -0.054 -0.103 -0.050
H 4.126 2.549 -0.414 0.017 0.012 -0.019
Cl 6.550 3.884 -0.329 0.180 0.096 0.071
C 7.486 4.664 -1.608 -0.065 0.054 -0.023
Cl 6.421 5.458 -2.766 0.033 -0.042 -0.003
Cl 8.631 5.819 -0.922 0.016 -0.049 -0.006
H 8.047 3.900 -2.131 -0.015 0.009 0.014
Cl 1.946 3.266 2.914 0.160 0.108 -0.164
C 3.687 3.500 2.773 -0.131 0.114 0.039
Cl 4.449 2.067 2.066 0.070 -0.034 0.110
Cl 4.059 4.946 1.829 -0.061 -0.114 0.069
H 4.093 3.633 3.768 0.018 -0.012 -0.029
Cl -11.098 7.587 -3.634 -0.001 -0.030 -0.037
C -10.477 6.033 -4.187 0.008 0.022 0.088
Cl -8.777 6.169 -4.649 -0.204 0.143 -0.117
Cl -10.679 4.799 -2.940 0.010 -0.011 -0.033
H -11.043 5.731 -5.059 0.013 -0.002 0.020
Cl -9.043 4.113 1.278 0.021 -0.011 0.034
C -8.009 5.195 2.215 -0.052 0.073 -0.113
Cl -6.414 5.330 1.471 -0.011 0.027 0.572
Cl -8.758 6.784 2.380 0.017 -0.030 0.029
H -7.886 4.774 3.204 0.004 0.005 -0.022
Cl 4.661 -7.391 1.686 0.009 -0.098 0.042
C 3.615 -8.002 2.975 -0.115 -0.023 0.008
Cl 1.947 -7.498 2.710 0.035 0.008 0.017
Cl 3.726 -9.759 3.083 0.028 0.037 0.014
H 3.954 -7.580 3.912 0.000 0.046 -0.044
Cl -0.938 -0.294 5.169 0.005 -0.006 0.051
C 0.162 0.725 6.099 -0.063 0.006 -0.001
Cl 1.757 0.757 5.354 -0.006 -0.026 0.056
Cl -0.499 2.359 6.286 0.153 -0.134 0.110
H 0.264 0.294 7.086 -0.026 0.021 -0.012
Cl -3.866 -4.874 -1.483 -0.006 -0.010 0.043
C -2.648 -5.296 -0.273 0.156 0.041 -0.131
Cl -2.129 -6.977 -0.475 -0.024 0.018 0.039
Cl -1.267 -4.196 -0.365 -1.302 -0.973 0.419
H -3.099 -5.200 0.707 -0.013 -0.031 -0.028
Cl -1.926 1.842 0.433 -0.094 -0.144 0.530
C -2.472 2.730 1.856 0.091 0.090 -0.061
Cl -1.230 2.756 3.110 -0.243 -0.002 -0.122
Cl -2.942 4.370 1.405 0.003 -0.006 0.015
H -3.340 2.223 2.260 0.005 0.019 -0.024

***

No. 3
14
Properties=species:S:1:pos:R:3:forces:R:3 method="wB97M-V/def2-TZVPD" homo_lumo_gap_ha=0.405 e_homo_ev=-10.20 de_lowest_kj_mol=142.4 max_force_ev_per_a=1.18 smiles="CC(=O)[C@@H](C)O"
C -2.011 -0.298 0.550 0.334 -0.235 0.069
C -0.676 0.411 0.206 -0.394 1.090 -0.243
O -0.952 1.517 -0.226 0.194 0.220 -0.169
C 0.928 0.203 0.259 -0.382 -0.240 0.065
C 1.503 -0.818 -0.731 -0.226 -0.085 0.000
O 1.459 1.459 -0.060 0.065 -0.033 0.130
H -2.514 -0.487 -0.409 0.298 -0.187 0.228
H -2.631 0.483 1.023 0.441 -0.360 -0.060
H -2.037 -1.190 1.171 0.363 -0.113 -0.094
H 1.268 -0.058 1.275 -0.477 -0.089 -0.087
H 1.285 -1.848 -0.436 -0.052 0.050 -0.051
H 2.595 -0.694 -0.776 -0.375 0.023 0.172
H 1.120 -0.634 -1.739 -0.022 -0.041 0.122
H 0.673 2.015 -0.239 0.234 0.001 -0.080

***

No. 4
15
Properties=species:S:1:pos:R:3:forces:R:3 method="wB97M-V/def2-TZVPD" homo_lumo_gap_ha=0.367 e_homo_ev=-9.21 de_lowest_kj_mol=237.1 max_force_ev_per_a=0.36
C 0.148 1.044 1.660 0.025 -0.013 0.005
C -0.118 0.503 0.295 0.149 0.162 0.239
C 0.679 0.675 -0.966 0.061 0.049 -0.114
C 0.252 -0.706 -0.516 -0.203 0.120 0.041
O 1.130 -1.735 -0.241 0.019 -0.062 -0.044
C -1.239 -0.894 -0.697 -0.058 -0.275 -0.221
O -1.503 0.367 -0.053 -0.115 0.089 0.046
H -0.205 2.080 1.709 0.074 -0.116 0.005
H 1.211 1.026 1.912 -0.109 -0.024 -0.103
H -0.406 0.463 2.403 0.106 0.056 -0.077
H 0.235 1.180 -1.823 0.030 -0.157 0.098
H 1.743 0.848 -0.813 -0.188 -0.010 0.033
H 1.332 -2.173 -1.077 0.130 0.024 0.093
H -1.658 -0.951 -1.709 0.079 0.042 0.098
H -1.603 -1.727 -0.084 0.000 0.116 -0.100

***

No. 5
69
Properties=species:S:1:pos:R:3:forces:R:3 method="wB97M-V/def2-TZVPD" homo_lumo_gap_ha="0.214 / 0.238" multiplicity=2 e_homo_ev="-6.99 / -7.00" de_lowest_kj_mol=109.0 max_force_ev_per_a=1.72
Cr -0.057 0.143 -0.424 0.171 1.270 -1.144
O 0.390 1.238 3.857 0.024 -0.042 0.177
C -0.045 0.063 4.363 -0.093 -0.062 -0.173
C 0.020 -0.112 5.744 0.014 0.040 0.077
C -0.436 -1.280 6.321 0.020 0.064 -0.048
C -0.962 -2.300 5.534 -0.067 -0.127 0.010
C -1.002 -2.150 4.164 0.046 0.057 0.009
C -0.540 -0.979 3.557 0.096 0.236 0.087
C -0.509 -0.871 2.090 -0.192 -0.403 -0.290
O -0.279 0.294 1.539 0.034 0.144 -0.306
N -0.673 -1.946 1.375 -0.034 -0.176 0.587
N -0.514 -1.663 0.033 -0.499 -0.592 -0.409
C -0.824 -2.612 -0.794 0.089 0.109 0.414
C -0.618 -2.559 -2.204 0.003 0.244 -0.453
C -0.871 -3.718 -2.963 -0.004 -0.041 0.074
C -0.601 -3.771 -4.307 -0.032 -0.069 -0.071
C -0.047 -2.652 -4.939 -0.032 0.029 0.154
C 0.198 -1.501 -4.228 0.035 0.195 -0.025
C -0.111 -1.409 -2.859 -0.241 -0.328 -0.180
O 0.098 -0.270 -2.237 0.397 -0.374 1.290
H 0.188 1.238 2.902 0.006 0.014 -0.054
H 0.426 0.692 6.344 -0.018 0.009 -0.016
H -0.387 -1.397 7.396 -0.001 0.010 0.002
H -1.337 -3.206 5.992 0.022 0.001 -0.007
H -1.385 -2.933 3.524 -0.001 -0.024 0.025
H -1.217 -3.530 -0.367 0.083 -0.016 0.093
H -1.279 -4.588 -2.461 0.009 0.019 0.023
H -0.814 -4.671 -4.867 0.030 0.010 -0.006
H 0.185 -2.684 -5.995 -0.007 -0.008 -0.004
H 0.609 -0.621 -4.704 -0.032 0.040 -0.006
C 2.595 1.321 -0.202 0.238 0.135 -0.009
C 4.137 1.281 -0.046 -0.044 -0.100 0.011
N 4.608 -0.097 0.070 0.169 -0.004 0.012
C 4.213 -0.842 -1.119 -0.041 0.030 0.099
C 2.673 -0.831 -1.281 0.140 -0.052 -0.102
N 2.051 -0.063 -0.170 -0.180 0.283 0.099
C 2.450 -0.697 1.113 0.155 -0.058 0.139
C 3.996 -0.720 1.237 -0.073 0.040 -0.088
H 2.295 1.777 -1.145 -0.059 -0.025 0.032
H 2.123 1.886 0.602 -0.045 -0.028 -0.029
H 4.454 1.826 0.844 -0.012 0.008 -0.008
H 4.627 1.737 -0.907 -0.018 0.016 0.005
H 4.590 -1.861 -1.027 0.001 0.006 -0.013
H 4.695 -0.385 -1.985 -0.021 -0.018 -0.018
H 2.258 -1.841 -1.269 -0.044 0.024 0.014
H 2.383 -0.360 -2.216 -0.044 0.009 0.013
H 2.031 -1.703 1.143 -0.047 0.026 -0.035
H 2.016 -0.121 1.925 -0.038 0.002 -0.030
H 4.367 -1.743 1.315 0.002 0.004 0.013
H 4.317 -0.178 2.127 -0.005 -0.017 0.010
C -2.770 5.361 -1.973 -0.033 -0.215 0.025
C -2.301 4.556 -0.776 -0.008 0.305 0.004
O -2.591 3.147 -0.899 0.274 -0.275 -0.039
P -1.491 2.132 -1.487 -1.118 0.840 -0.827
O -0.203 2.247 -0.687 0.456 -1.264 0.590
Te -1.289 2.226 -3.816 -0.203 0.110 0.113
O -2.145 0.700 -0.932 0.694 0.162 0.048
C -3.277 0.604 -0.034 -0.306 -0.063 0.173
C -4.585 0.768 -0.783 0.299 -0.029 -0.036
H -2.579 6.420 -1.791 -0.009 -0.007 0.034
H -3.840 5.218 -2.129 0.003 0.025 -0.008
H -2.247 5.056 -2.876 0.005 0.009 -0.023
H -2.839 4.876 0.117 0.092 -0.058 0.055
H -1.232 4.695 -0.603 -0.023 -0.067 0.020
H -3.174 1.338 0.766 0.058 -0.004 -0.058
H -3.206 -0.395 0.399 0.083 0.009 -0.001
H -4.651 1.766 -1.206 -0.063 0.035 -0.032
H -5.419 0.615 -0.097 0.001 -0.019 0.003
H -4.644 0.038 -1.591 -0.060 -0.002 0.013